A molecular structure, C25H53GeN6OS2SeSi3Ti. Source: OMol25; level of theory: ωB97M-V with the def2-TZVPD basis set.

The spin multiplicity is 4. The highest occupied orbital energy (alpha / beta) is -5.53 / -5.88 eV. For the gap between HOMO and LUMO (alpha / beta), the calculation gives 5.5 / 3.2 eV. The net charge is 0.

Last column: Löwdin charge in e.
Element x y z (Å)
Ti1 1.1253 -0.1253 0.0701  0.079
O1 1.2829 -1.5894 1.2620  -0.338
N1 1.6629 -1.3548 2.5389  -0.150
C1 1.3663 -2.3074 3.4319  -0.013
C2 1.7476 -2.1929 4.7384  -0.049
C3 2.4793 -1.0641 5.1208  -0.073
C4 2.8004 -0.1250 4.1881  -0.083
C5 2.3915 -0.2481 2.8374  -0.628
S1 2.7859 0.8752 1.5905  0.677
H1 0.8168 -3.1423 3.0188  0.131
H2 1.4858 -2.9733 5.4398  0.110
H3 2.7978 -0.9401 6.1512  0.112
H4 3.3868 0.7471 4.4456  0.105
C6 -1.2855 5.1010 -1.9431  -0.081
N2 -1.0407 3.6686 -1.8419  -0.061
C7 0.1311 3.0952 -2.1373  -0.850
N3 1.0229 3.8685 -2.7855  0.131
S2 0.3831 1.4270 -1.8564  0.663
H5 -2.2985 5.3043 -1.6128  0.092
H6 -1.1999 5.4326 -2.9780  0.090
H7 -0.5962 5.6731 -1.3153  0.064
H8 -1.6248 3.1195 -1.2332  0.107
H9 0.9200 4.8665 -2.8500  0.088
H10 1.9328 3.4711 -2.9405  0.106
Se1 0.6669 3.9590 1.0765  0.880
C8 2.3156 4.8340 1.3254  -0.651
C9 2.9659 4.7913 2.5603  -0.112
C10 4.1610 5.4839 2.7052  -0.133
N4 4.7281 6.1905 1.7226  0.066
C11 4.1084 6.2149 0.5386  -0.140
C12 2.9118 5.5570 0.2895  -0.112
H11 2.5470 4.2270 3.3832  0.097
H12 4.6851 5.4746 3.6541  0.107
H13 4.5901 6.7891 -0.2438  0.105
H14 2.4484 5.6034 -0.6854  0.079
C13 -3.8180 -1.6391 -1.5587  -0.235
Si1 -2.3152 -1.5957 -2.6885  0.248
C14 -2.5358 -2.9796 -3.9326  -0.227
C15 -2.4047 0.0040 -3.6610  -0.243
Ge1 -0.3942 -1.7644 -1.3430  0.542
Si2 1.5932 -1.7249 -2.6860  0.286
C16 2.9638 -1.1059 -1.5001  -0.259
C17 2.0329 -3.4380 -3.3232  -0.230
C18 1.6958 -0.6448 -4.2250  -0.239
Si3 -0.4441 -3.9055 -0.3099  0.287
C19 -1.2660 -5.2533 -1.3301  -0.238
C20 -1.4887 -3.7387 1.2445  -0.239
C21 1.2204 -4.6162 0.1820  -0.220
H15 -4.7389 -1.8005 -2.1379  0.030
H16 -3.9305 -0.6961 -1.0040  0.008
H17 -3.7320 -2.4535 -0.8275  0.010
H18 -3.4903 -2.8780 -4.4729  0.030
H19 -2.5255 -3.9554 -3.4358  -0.001
H20 -1.7213 -2.9687 -4.6689  0.026
H21 -3.3546 0.0714 -4.2112  0.031
H22 -1.5812 0.0634 -4.3842  0.013
H23 -2.3182 0.8718 -2.9991  -0.011
H24 3.0670 -1.7667 -0.6388  0.027
H25 2.7505 -0.0763 -1.1389  -0.047
H26 3.9415 -1.0194 -1.9772  0.051
H27 1.9535 -4.2046 -2.5500  -0.009
H28 3.0531 -3.4714 -3.7425  0.031
H29 1.3271 -3.6929 -4.1265  0.030
H30 2.2146 0.2984 -4.0225  0.005
H31 0.7046 -0.3958 -4.6186  0.005
H32 2.2494 -1.1868 -5.0026  0.027
H33 -2.3321 -5.0353 -1.4793  0.015
H34 -1.1911 -6.2297 -0.8233  0.030
H35 -0.7937 -5.3425 -2.3163  0.023
H36 -2.5529 -3.7006 0.9757  0.017
H37 -1.2488 -2.8094 1.7743  -0.009
H38 -1.3466 -4.5923 1.9252  0.030
H39 1.7411 -5.0313 -0.6838  0.010
H40 1.0771 -5.4329 0.9048  0.032
H41 1.8671 -3.8595 0.6365  0.008
C22 -3.5902 -0.4302 2.7577  -0.041
C23 -2.5405 0.6293 2.4524  -0.628
C24 -3.1701 1.7694 1.6382  -0.040
C25 -1.9479 1.1805 3.7486  -0.041
N5 -1.4875 -0.0832 1.7029  -0.026
N6 -0.3807 0.7372 1.3055  -0.101
H42 -4.4396 0.0154 3.2855  0.087
H43 -3.1611 -1.2204 3.3812  0.088
H44 -3.9616 -0.8892 1.8338  0.080
H45 -3.9819 2.2467 2.1967  0.089
H46 -3.5840 1.3838 0.7005  0.080
H47 -2.4390 2.5552 1.4105  0.054
H48 -2.7458 1.4494 4.4465  0.088
H49 -1.3448 2.0807 3.5770  0.071
H50 -1.3183 0.4194 4.2216  0.087
H51 -1.8470 -0.4779 0.8407  0.059
H52 0.0919 1.0240 2.1537  0.042
H53 -0.6818 1.5945 0.8581  -0.012


3 unconnected molecules or ions with the total composition C25H53N3O5P. Source: OMol25; level of theory: ωB97M-V with the def2-TZVPD basis set.

The highest occupied orbital energy is -9.12 eV. For the gap between HOMO and LUMO, the calculation gives 5.7 eV. The net charge is +1.

Last column: Löwdin charge in e.
Element x y z (Å)
C1 1.8504 -2.7111 5.8682  -0.036
O1 2.9263 -2.9005 4.8838  -0.210
C2 2.6686 -4.1194 4.1805  -0.218
N1 3.4107 -4.2634 2.8793  -0.243
C3 4.7406 -3.5590 2.8149  -0.128
C4 5.7761 -3.9317 3.9838  -0.132
C5 6.5127 -2.6409 4.6110  -0.163
C6 5.8259 -1.2973 4.9171  -0.038
C7 6.5800 -0.0547 5.5158  -0.049
C8 8.0918 -0.1939 5.7839  -0.063
C9 8.7813 -1.5475 5.4786  -0.065
C10 8.0480 -2.7819 4.9227  -0.023
C11 2.6071 -3.7973 1.6602  -0.097
C12 2.1144 -2.2759 1.7458  -0.323
C13 0.7472 -2.1885 0.8568  -0.043
O2 3.0291 -1.3264 1.0992  -0.062
P1 3.5884 -6.0477 2.6218  0.697
O3 4.0772 -6.3833 1.2090  -0.246
O4 4.4516 -6.8053 3.8618  -0.134
O5 1.9852 -6.6790 2.7165  -0.129
H1 1.6285 -3.7422 6.3377  0.114
H2 2.2105 -1.9500 6.6363  0.123
H3 0.9356 -2.3451 5.2714  0.114
H4 2.8697 -5.0136 4.8747  0.148
H5 1.5407 -4.1352 3.9160  0.164
H6 5.2341 -3.8980 1.8249  0.157
H7 4.6842 -2.4227 2.7604  0.136
H8 6.6260 -4.5697 3.5334  0.126
H9 5.3151 -4.5638 4.8181  0.115
H10 4.7159 -1.1305 4.7036  0.080
H11 5.9694 0.8978 5.7249  0.099
H12 8.6438 0.7127 6.1853  0.094
H13 9.9119 -1.5986 5.6882  0.099
H14 8.6001 -3.7663 4.7320  0.101
H15 1.6940 -4.4452 1.4512  0.138
H16 3.2977 -3.9129 0.7471  0.158
H17 1.8220 -1.9112 2.7841  0.145
H18 0.0406 -3.0629 1.0772  0.089
H19 0.9735 -2.0500 -0.2537  0.100
H20 0.2048 -1.2447 1.2406  0.097
H21 3.8040 -1.8352 0.7631  0.094
H22 4.6751 -7.7001 3.5088  0.120
H23 1.8568 -6.8053 3.6961  0.092
C14 -1.1009 1.6382 -4.6918  -0.084
C15 -2.1724 1.7357 -3.6114  -0.272
N2 -2.2552 0.5618 -2.7497  -0.189
C16 -3.4441 0.5566 -1.8984  -0.246
C17 -3.5635 1.6530 -0.8392  -0.089
C18 -1.0194 0.1547 -2.0909  -0.255
C19 -0.3328 1.1730 -1.1806  -0.089
H24 -1.2493 0.7536 -5.3163  0.081
H25 -1.1488 2.5178 -5.3390  0.071
H26 -0.0931 1.6027 -4.2694  0.065
H27 -3.1306 1.8637 -4.1255  0.108
H28 -2.0013 2.6517 -3.0312  0.097
H29 -3.5324 -0.4184 -1.4058  0.110
H30 -4.3242 0.6203 -2.5488  0.107
H31 -2.9095 1.4630 0.0136  0.052
H32 -4.5865 1.6781 -0.4530  0.074
H33 -3.3426 2.6452 -1.2374  0.062
H34 -0.3035 -0.1482 -2.8626  0.101
H35 -1.1973 -0.7634 -1.5196  0.103
H36 -0.3082 2.1758 -1.6120  0.072
H37 0.7059 0.8698 -1.0099  0.066
H38 -0.8105 1.2264 -0.2020  0.050
C20 -8.3062 6.0590 -4.4761  -0.091
C21 -6.7958 6.1552 -4.6611  -0.271
N3 -6.0378 5.2179 -3.8394  -0.191
C22 -4.6027 5.4934 -3.8279  -0.248
C23 -3.8403 5.3431 -5.1448  -0.087
C24 -6.3969 3.8089 -3.9659  -0.247
C25 -6.2955 3.1737 -5.3525  -0.085
H39 -8.5856 6.2020 -3.4293  0.079
H40 -8.8001 6.8366 -5.0645  0.074
H41 -8.7014 5.0977 -4.8150  0.064
H42 -6.5060 7.1752 -4.3894  0.118
H43 -6.5662 6.0363 -5.7277  0.098
H44 -4.1198 4.8665 -3.0693  0.101
H45 -4.4594 6.5204 -3.4722  0.110
H46 -3.6728 4.2940 -5.3953  0.044
H47 -2.8540 5.8068 -5.0510  0.072
H48 -4.3481 5.8275 -5.9808  0.069
H49 -7.4246 3.6840 -3.6090  0.102
H50 -5.7990 3.2169 -3.2639  0.103
H51 -6.6930 3.8164 -6.1408  0.070
H52 -6.8734 2.2439 -5.3724  0.074
H53 -5.2674 2.9108 -5.6027  0.047


5 unconnected molecules or ions with the total composition C25H55BO18S4. Source: OMol25; level of theory: ωB97M-V with the def2-TZVPD basis set.

The SMILES is CB(O)[C@@]1(OC[C@H](C)C(C)C)OC(=O)O[C@H]1C[C@@H]1CO1.CCOS(C)(=O)=O.CCOS(C)(=O)=O.CCOS(C)(=O)=O.CCOS(C)(=O)=O. The highest occupied orbital energy is -8.98 eV. For the gap between HOMO and LUMO, the calculation gives 9.1 eV. The net charge is 0.

Last column: Löwdin charge in e.
Element x y z (Å)
C1 2.6025 1.1623 1.5316  0.032
B1 3.1079 0.3967 0.2507  -0.386
O1 4.3635 0.6366 -0.2287  0.149
C2 2.1482 -0.6459 -0.5240  -0.288
O2 2.8566 -1.6868 -1.1471  -0.024
C3 3.3956 -1.3437 -2.4144  -0.143
C4 3.6248 -2.5825 -3.3101  -0.295
C5 3.2889 -2.1859 -4.7631  -0.060
C6 2.7559 -3.7859 -2.9317  -0.381
C7 1.2541 -3.4684 -2.8621  -0.034
C8 3.2342 -4.5331 -1.6807  -0.050
O3 1.5473 -1.3455 0.5895  0.122
C9 0.3376 -1.8317 0.2396  -0.505
O4 -0.2601 -2.7514 0.7778  0.145
O5 -0.1408 -1.0833 -0.7841  0.076
C10 0.8801 -0.1817 -1.2398  -0.149
C11 0.3798 1.2614 -1.0583  -0.038
C12 -0.8005 1.3226 -0.1382  -0.353
C13 -2.2009 1.2892 -0.9056  0.032
O6 -1.4632 2.4554 -0.1299  -0.079
H1 2.7042 2.2367 1.4211  0.069
H2 3.2297 0.8551 2.3656  0.090
H3 1.5731 0.9279 1.7695  0.062
H4 5.0402 0.5457 0.4521  0.113
H5 4.3647 -0.8716 -2.2729  0.125
H6 2.7966 -0.6303 -2.9750  0.114
H7 4.6834 -2.8150 -3.2861  0.133
H8 2.4494 -1.4999 -4.8073  0.068
H9 2.9860 -3.0610 -5.3240  0.078
H10 4.1347 -1.7280 -5.2614  0.078
H11 2.8516 -4.4925 -3.7518  0.118
H12 0.9415 -3.3090 -1.8403  0.058
H13 0.9813 -2.6344 -3.4967  0.076
H14 0.7200 -4.3367 -3.2319  0.084
H15 2.6343 -4.1974 -0.8400  0.067
H16 3.0848 -5.6032 -1.7586  0.076
H17 4.2581 -4.2957 -1.4192  0.078
H18 0.8912 -0.3895 -2.3024  0.151
H19 1.1099 1.9568 -0.6480  0.125
H20 -0.0379 1.6380 -1.9773  0.130
H21 -0.7592 0.7805 0.7819  0.148
H22 -2.5044 0.4832 -0.1622  0.089
H23 -3.1533 1.8071 -0.7618  0.124
C14 -1.9456 7.9451 -4.3436  -0.074
C15 -1.6327 6.4664 -4.2233  -0.256
O7 -0.9998 6.1413 -2.9707  -0.265
S1 -1.9270 6.0423 -1.6770  0.570
C16 -0.7587 5.2542 -0.6283  -0.123
O8 -3.0057 5.1475 -1.9580  -0.270
O9 -2.1849 7.3614 -1.1915  -0.273
H24 -2.7219 8.2422 -3.6398  0.072
H25 -2.2931 8.1746 -5.3512  0.080
H26 -1.0611 8.5436 -4.1267  0.084
H27 -2.5284 5.8580 -4.3572  0.114
H28 -0.9234 6.1737 -4.9953  0.119
H29 -0.5322 4.2763 -1.0317  0.046
H30 -1.2129 5.1595 0.3545  0.082
H31 0.1327 5.8748 -0.5723  0.077
C17 -2.3405 -5.5210 1.3059  -0.066
C18 -2.9022 -4.6898 0.1713  -0.245
O10 -3.9144 -5.4067 -0.5789  -0.259
S2 -5.3609 -5.5099 0.0555  0.571
C19 -6.1998 -6.0682 -1.3875  -0.121
O11 -5.8088 -4.1897 0.3886  -0.293
O12 -5.3773 -6.5483 1.0350  -0.266
H32 -3.0882 -5.6900 2.0804  0.071
H33 -1.4918 -5.0079 1.7560  0.073
H34 -2.0190 -6.4977 0.9436  0.085
H35 -3.3015 -3.7421 0.5336  0.115
H36 -2.1132 -4.4569 -0.5396  0.113
H37 -6.1475 -5.2924 -2.1459  0.074
H38 -7.2337 -6.2577 -1.1083  0.076
H39 -5.7288 -6.9848 -1.7311  0.075
C20 9.0303 4.0210 2.9432  -0.071
C21 7.8031 4.8947 2.7757  -0.247
O13 7.0614 4.5737 1.5788  -0.261
S3 6.1300 3.2887 1.6038  0.568
C22 5.2387 3.6747 0.1380  -0.109
O14 5.2561 3.3757 2.7324  -0.269
O15 6.9212 2.1144 1.3842  -0.273
H40 8.7544 2.9870 3.1465  0.072
H41 9.6362 4.3811 3.7745  0.082
H42 9.6325 4.0264 2.0350  0.085
H43 7.1489 4.8343 3.6465  0.115
H44 8.1003 5.9354 2.6651  0.122
H45 4.6844 4.5949 0.3033  0.082
H46 4.5626 2.8520 -0.0606  0.039
H47 5.9449 3.7840 -0.6807  0.085
C23 -6.5468 -3.3216 3.1716  -0.072
C24 -6.9544 -1.8862 3.4242  -0.241
O16 -6.9971 -1.5539 4.8333  -0.266
S4 -5.6212 -1.2735 5.5710  0.559
C25 -6.3001 -0.5553 7.0280  -0.125
O17 -4.8997 -0.2771 4.8402  -0.279
O18 -5.0044 -2.5161 5.9099  -0.273
H48 -5.5062 -3.4909 3.4485  0.077
H49 -6.6566 -3.5661 2.1104  0.045
H50 -7.1571 -4.0041 3.7651  0.089
H51 -6.2975 -1.1891 2.9017  0.114
H52 -7.9646 -1.7179 3.0560  0.120
H53 -6.8082 0.3667 6.7606  0.073
H54 -5.4730 -0.3511 7.7038  0.075
H55 -6.9879 -1.2652 7.4789  0.074


Q: Which value of net charge does entry 1 give?
A: 0


Q: Which value of net charge does entry 1 give?
A: 0